No. 1
{
  "formula": "C27H51N3O8PS2",
  "method": "ωB97M-V/def2-TZVPD",
  "orbital_gap_ev": 7.61,
  "e_lumo_ev": -4.35,
  "homo_ha": -0.4394,
  "total_charge": 1,
  "elements": ["C", "C", "C", "C", "C", "C", "C", "C", "C", "C", "C", "C", "C", "C", "O", "C", "C", "O", "O", "P", "N", "O", "C", "N", "C", "C", "C", "C", "C", "N", "C", "S", "O", "O", "H", "H", "H", "H", "H", "H", "H", "H", "H", "H", "H", "H", "H", "H", "H", "H", "H", "H", "H", "H", "H", "H", "H", "H", "H", "H", "H", "H", "H", "H", "H", "H", "H", "H", "H", "H", "H", "H", "H", "H", "H", "H", "H", "C", "C", "C", "S", "O", "O", "C", "H", "H", "H", "H", "H", "H", "H", "H"],
  "positions_angstrom": [[-0.55656, -4.12075, -0.34777], [-0.38718, -4.78662, -1.73890], [-0.66434, -3.84166, -2.93568], [-2.16858, -3.70457, -3.30098], [-2.89276, -2.57825, -2.49858], [-3.13273, -1.31301, -3.36482], [-3.98341, -0.23441, -2.61662], [-3.06201, 0.45328, -1.57866], [-3.80599, 1.42510, -0.63310], [-2.90899, 2.21823, 0.37868], [-1.39007, 1.91026, 0.35087], [-0.98704, 0.70784, 1.28273], [0.51488, 0.49069, 1.05793], [0.86061, -0.19632, -0.12017], [-0.10905, -0.66640, -0.95354], [2.19986, -0.41090, -0.44699], [2.45569, -1.18088, -1.73770], [2.24160, -2.37585, -1.70868], [2.85529, -0.56625, -2.86977], [4.06422, -1.43845, -3.79321], [5.02790, -2.38677, -2.72911], [3.32842, -2.58571, -4.71336], [3.19722, 0.09314, 0.43670], [4.58500, -0.05326, 0.13929], [4.87657, 0.84479, -1.06222], [6.24020, 1.56834, -0.92719], [6.69533, 1.99536, -2.36845], [6.43869, 3.51226, -2.62670], [2.79018, 0.71922, 1.58789], [1.48224, 0.91155, 1.88924], [1.14741, 1.59297, 3.14070], [0.84753, 3.39335, 2.87732], [1.33848, 3.64466, 1.55523], [-0.52812, 3.71472, 3.09893], [-0.18048, -3.08902, -0.30923], [0.02522, -4.71289, 0.38126], [-1.60565, -4.14667, -0.00727], [0.67055, -5.08921, -1.81558], [-1.07348, -5.64025, -1.82389], [-0.17266, -2.85977, -2.82876], [-0.18775, -4.30757, -3.82048], [-2.65684, -4.68484, -3.18712], [-2.22821, -3.42188, -4.36694], [-3.89846, -2.93354, -2.21677], [-2.31558, -2.30956, -1.60301], [-3.66035, -1.57136, -4.29857], [-2.16587, -0.86903, -3.67824], [-4.76811, -0.76058, -2.05234], [-4.35594, 0.50223, -3.33941], [-2.55277, -0.30149, -0.96484], [-2.30368, 1.03700, -2.13864], [-4.50293, 0.81658, -0.03509], [-4.34287, 2.17045, -1.24175], [-3.26422, 1.98756, 1.39499], [-3.00882, 3.30637, 0.24221], [-0.95305, 1.82143, -0.65291], [-0.89363, 2.78394, 0.80014], [-1.22277, 0.91467, 2.33304], [-1.50329, -0.20737, 0.95814], [-0.13342, -0.05932, -1.71324], [5.25459, -1.87643, -1.87576], [4.54874, -3.24080, -2.43425], [3.50865, -3.46124, -4.33401], [5.04812, 0.42152, 0.91561], [4.09162, 1.61376, -1.09993], [4.92138, 0.21129, -1.94678], [6.97826, 0.91631, -0.44095], [6.07896, 2.51890, -0.39165], [7.74091, 1.71387, -2.55211], [6.10132, 1.46722, -3.13634], [5.45874, 3.81459, -2.23055], [7.27238, 4.08176, -2.19521], [6.40795, 3.67572, -3.71512], [3.56814, 1.09010, 2.25684], [0.29911, 1.09393, 3.61994], [1.99613, 1.50158, 3.83890], [1.56849, 4.07592, 3.82702], [-3.38844, 0.35318, 5.68359], [-3.61579, 1.86947, 5.73948], [-4.35253, 2.27095, 4.45655], [-5.29618, 0.82810, 3.94816], [-4.76866, 0.35012, 2.69110], [-6.69721, 1.08451, 4.13237], [-4.72037, -0.25150, 5.25267], [-3.06263, -0.04305, 6.64484], [-2.61646, 0.12190, 4.94294], [-4.23040, 2.11226, 6.60860], [-2.67781, 2.41604, 5.84000], [-5.03384, 3.10206, 4.62267], [-3.65652, 2.51725, 3.65505], [-4.63182, -1.26837, 4.87637], [-5.45032, -0.21244, 6.06093]],
  "lowdin_charge": [-0.11, -0.24, -0.22, -0.19, -0.20, -0.21, -0.18, -0.23, -0.17, -0.16, -0.16, -0.06, -0.07, -0.17, 0.06, 0.08, -0.49, 0.11, -0.21, 0.88, -0.13, -0.25, -0.18, 0.05, -0.19, -0.17, -0.24, -0.10, 0.04, -0.03, -0.14, 0.71, -0.31, -0.32, 0.04, 0.07, 0.07, 0.10, 0.11, 0.09, 0.11, 0.11, 0.10, 0.11, 0.08, 0.11, 0.11, 0.12, 0.11, 0.08, 0.11, 0.10, 0.12, 0.08, 0.12, 0.11, 0.08, 0.11, 0.13, 0.14, 0.03, 0.05, 0.06, 0.11, 0.13, 0.04, 0.11, 0.11, 0.11, 0.09, 0.07, 0.08, 0.07, 0.16, 0.12, 0.13, 0.10, -0.22, -0.21, -0.21, 0.67, -0.33, -0.30, -0.23, 0.12, 0.10, 0.12, 0.11, 0.11, 0.08, 0.11, 0.11]
}

No. 2
{
  "formula": "C27H52AlP2Si",
  "method": "ωB97M-V/def2-TZVPD",
  "orbital_gap_ev": [5.59, 5.59],
  "e_lumo_ev": [-2.75, -2.75],
  "homo_ha": [-0.3065, -0.3066],
  "total_charge": 1,
  "elements": ["Al", "C", "C", "C", "C", "C", "C", "H", "H", "H", "C", "H", "H", "H", "C", "H", "H", "H", "C", "H", "H", "H", "C", "H", "H", "H", "C", "C", "C", "C", "C", "C", "C", "C", "H", "H", "H", "H", "H", "H", "H", "H", "H", "H", "H", "H", "P", "P", "C", "C", "H", "H", "H", "H", "C", "H", "H", "H", "C", "H", "H", "H", "C", "H", "H", "H", "C", "H", "H", "H", "C", "Si", "C", "C", "H", "H", "H", "H", "H", "H", "H", "H", "H"],
  "positions_angstrom": [[-1.14359, 0.34163, 0.60941], [-2.16869, 1.66571, 1.87810], [-2.92968, 1.28016, 0.68007], [-3.21826, -0.36990, 2.32269], [-2.37288, 0.62139, 2.86146], [-3.51042, -0.02589, 0.97237], [-1.74286, 3.05938, 2.20772], [-1.56895, 3.64910, 1.29952], [-0.82708, 3.07525, 2.82140], [-2.53443, 3.56398, 2.79401], [-2.07687, 0.77102, 4.30574], [-1.27318, 1.49577, 4.48864], [-1.82844, -0.18065, 4.79866], [-2.98630, 1.13428, 4.80843], [-3.79786, -1.49249, 3.08817], [-4.60757, -1.13068, 3.73468], [-3.05293, -1.95747, 3.74337], [-4.20273, -2.27111, 2.43395], [-4.61054, -0.63411, 0.18459], [-5.56558, -0.30595, 0.63637], [-4.60250, -1.74052, 0.20845], [-4.60324, -0.28740, -0.85852], [-3.35242, 2.20477, -0.39800], [-4.31380, 2.63634, -0.08259], [-3.49553, 1.69784, -1.36120], [-2.63339, 3.01953, -0.51749], [4.13166, 1.35643, -2.60192], [3.44436, 2.47454, -2.91033], [3.12855, 2.90543, -4.32057], [2.74347, 1.77155, -5.32784], [1.79446, 0.76896, -4.73682], [2.13793, -0.32628, -4.04890], [3.54761, -0.80147, -3.80478], [4.61117, 0.32233, -3.58364], [4.00430, 3.47278, -4.70989], [3.63998, 1.31636, -5.79249], [2.26947, 3.61010, -4.31247], [4.97067, 0.73828, -4.54712], [4.40973, 1.13790, -1.56620], [3.23468, 3.19739, -2.12363], [5.47201, -0.18070, -3.09432], [3.58003, -1.44058, -2.89377], [1.34802, -1.00503, -3.72977], [3.83697, -1.45713, -4.65478], [2.16810, 2.27388, -6.13183], [0.74333, 1.01451, -4.91186], [0.94909, 0.85476, 0.02939], [-1.05472, -1.77742, -0.48596], [1.43189, -0.48132, -1.13691], [0.73403, -1.86764, -0.98558], [2.52751, -0.58977, -1.06412], [1.20530, -0.09234, -2.13895], [0.77580, -2.40926, -1.94525], [1.27185, -2.50176, -0.26061], [-1.60581, -3.42848, 0.04912], [-2.69896, -3.40120, 0.17805], [-1.16949, -3.72843, 1.01405], [-1.38562, -4.21983, -0.69234], [-2.01255, -1.48872, -2.01836], [-1.64391, -2.09164, -2.86354], [-1.97202, -0.42962, -2.30498], [-3.06942, -1.73706, -1.83669], [2.22255, 1.16940, 1.24692], [1.78218, 1.79116, 2.04302], [3.05225, 1.71686, 0.77272], [2.58947, 0.24861, 1.72494], [0.55168, 2.38519, -0.86629], [-0.38264, 2.26671, -1.44382], [1.38484, 2.64858, -1.54105], [0.36119, 3.18804, -0.13272], [-0.66784, -2.85296, 4.04141], [0.34695, -1.62659, 3.02427], [1.15463, -0.55501, 4.33073], [1.72046, -2.69122, 2.30443], [-1.35907, -3.43023, 3.42284], [0.05507, -3.55832, 4.48534], [-1.25053, -2.37738, 4.84068], [0.42492, -0.11585, 5.02342], [1.77596, 0.23187, 3.88939], [1.78961, -1.27602, 4.87353], [2.27391, -3.08777, 3.17365], [1.30129, -3.53184, 1.73937], [2.39338, -2.12271, 1.65286]],
  "lowdin_charge": [0.25, -0.31, -0.34, -0.23, -0.25, -0.27, -0.03, 0.07, 0.09, 0.11, -0.02, 0.08, 0.07, 0.11, -0.01, 0.10, 0.05, 0.08, -0.04, 0.11, 0.08, 0.08, -0.03, 0.11, 0.08, 0.07, -0.12, -0.13, -0.17, -0.19, -0.10, -0.16, -0.17, -0.18, 0.13, 0.11, 0.11, 0.11, 0.10, 0.09, 0.12, 0.10, 0.08, 0.13, 0.11, 0.11, 0.82, 0.84, -0.35, -0.34, 0.09, 0.05, 0.09, 0.06, -0.20, 0.05, 0.04, 0.07, -0.24, 0.06, 0.04, 0.04, -0.22, 0.06, 0.06, 0.05, -0.21, 0.05, 0.02, 0.06, -0.24, 0.50, -0.24, -0.27, 0.01, 0.04, 0.02, 0.01, 0.00, 0.04, 0.04, 0.02, 0.00]
}

No. 3
{
  "formula": "C27H52As3N4OPt",
  "method": "ωB97M-V/def2-TZVPD",
  "orbital_gap_ev": [6.50, 6.57],
  "e_lumo_ev": [-1.82, -4.15],
  "homo_ha": [-0.3057, -0.3942],
  "total_charge": 1,
  "spin_multiplicity": 3,
  "elements": ["Pt", "C", "As", "C", "C", "C", "C", "C", "As", "C", "C", "C", "As", "C", "C", "H", "H", "H", "H", "H", "H", "H", "H", "H", "H", "H", "H", "H", "H", "H", "H", "H", "H", "H", "H", "H", "H", "H", "H", "H", "H", "H", "C", "N", "C", "C", "O", "N", "C", "N", "H", "H", "H", "H", "H", "H", "H", "C", "C", "C", "C", "C", "C", "C", "C", "N", "C", "C", "C", "C", "H", "H", "H", "H", "H", "H", "H", "H", "H", "H", "H", "H", "H", "H", "H", "H", "H", "H"],
  "positions_angstrom": [[0.47163, -0.04260, -1.19396], [3.82548, -1.31710, -2.26947], [2.92060, -0.10978, -1.04533], [3.82059, -0.57731, 0.62054], [3.81351, 1.57093, -1.50816], [3.05976, 2.89017, -1.24471], [4.09453, 4.01930, -1.35071], [2.00283, 3.14874, -2.33404], [0.39486, 2.02416, -2.40064], [0.08462, 1.98122, -4.30992], [-0.99006, 3.25277, -1.81369], [2.44510, 2.88493, 0.16155], [1.52394, 4.55299, 0.70556], [0.52207, 3.70586, 2.16673], [2.93956, 5.32177, 1.82098], [4.90494, -1.17542, -2.22452], [3.47379, -1.12873, -3.28287], [3.58533, -2.34527, -2.00068], [4.90087, -0.57617, 0.47418], [3.49634, -1.56804, 0.93796], [3.55928, 0.14184, 1.39630], [4.07618, 1.50322, -2.56764], [4.75459, 1.57711, -0.95087], [4.59469, 3.99760, -2.32106], [4.85582, 3.92138, -0.57347], [3.62012, 4.99783, -1.24540], [2.47779, 3.05286, -3.31435], [1.64750, 4.17836, -2.25500], [0.07127, 2.99383, -4.71219], [-0.87121, 1.49151, -4.48145], [0.87704, 1.40801, -4.78900], [-0.80313, 4.25329, -2.20192], [-1.01834, 3.28560, -0.72616], [-1.94403, 2.88874, -2.19027], [3.21792, 2.66772, 0.90723], [1.68646, 2.09699, 0.23489], [-0.21041, 3.01164, 1.75087], [-0.00588, 4.46379, 2.74370], [1.19818, 3.16325, 2.82940], [3.72434, 5.74197, 1.19430], [3.36868, 4.56718, 2.48104], [2.51707, 6.12525, 2.42332], [-5.27062, 0.65690, 1.04815], [-4.17455, 0.57062, 0.10876], [-4.30448, 0.56171, -1.33401], [-2.84900, 0.36735, -1.76260], [-2.46786, 0.33173, -2.91198], [-2.06533, 0.24363, -0.63945], [-2.88299, 0.35224, 0.40626], [-2.45165, 0.27442, 1.66976], [-6.12444, 1.10651, 0.54726], [-5.00880, 1.30376, 1.88661], [-5.56966, -0.32474, 1.42428], [-4.70506, 1.49919, -1.72268], [-4.92094, -0.26490, -1.69366], [-1.49562, -0.01035, 1.82582], [-3.09914, 0.21092, 2.43405], [1.20098, 0.06261, 3.93800], [0.55998, -1.05898, 3.16771], [-0.02773, -2.13887, 3.83770], [-0.59571, -3.20311, 3.14113], [-1.19484, -4.36964, 3.87951], [-0.58305, -3.19308, 1.75544], [-0.01197, -2.11929, 1.02905], [0.55316, -1.05737, 1.79050], [0.03752, -1.99359, -0.32279], [-0.38255, -3.07609, -1.24564], [-1.90045, -3.30667, -1.18042], [-0.06605, -2.62629, -2.67429], [0.43010, -4.35318, -0.98301], [2.06727, -0.29795, 4.49474], [0.50754, 0.49486, 4.66122], [1.53099, 0.85686, 3.26877], [-0.03490, -2.15120, 4.92224], [-1.42910, -4.10829, 4.91007], [-0.49603, -5.20781, 3.90061], [-2.10846, -4.71675, 3.39723], [-1.03620, -4.02513, 1.24443], [0.99294, -0.22914, 1.24464], [-2.41669, -2.39208, -1.47244], [-2.26384, -3.60717, -0.20140], [-2.16592, -4.08673, -1.89467], [-0.60919, -1.71330, -2.93100], [-0.36852, -3.40776, -3.37315], [1.00344, -2.45164, -2.80160], [0.20619, -4.83983, -0.03840], [1.49719, -4.12252, -0.99904], [0.23024, -5.06633, -1.78285]],
  "lowdin_charge": [0.43, -0.28, 1.02, -0.27, -0.32, -0.70, -0.07, -0.34, 1.00, -0.27, -0.28, -0.40, 1.13, -0.33, -0.33, 0.04, 0.03, 0.02, 0.04, 0.03, 0.01, 0.08, 0.09, 0.09, 0.09, 0.07, 0.08, 0.06, 0.04, 0.02, 0.03, 0.04, 0.00, 0.02, 0.08, 0.00, 0.00, 0.02, 0.01, 0.01, 0.03, 0.02, -0.02, -0.09, -0.02, -0.52, 0.02, 0.10, -0.40, 0.24, 0.10, 0.09, 0.10, 0.14, 0.14, 0.08, 0.11, -0.03, -0.26, 0.02, -0.25, -0.04, 0.03, -0.27, -0.05, 0.01, -0.60, -0.01, -0.08, -0.02, 0.09, 0.09, 0.06, 0.13, 0.08, 0.09, 0.08, 0.09, 0.05, 0.07, 0.07, 0.10, 0.06, 0.09, 0.06, 0.07, 0.09, 0.09]
}

| no. | electronic energy (eV) | strongest force on any atom (eV Å⁻¹) |
| --- | --- | --- |
| 1 | -80628.549 | 2.5 |
| 2 | -61887.896 | 4.2 |
| 3 | -222608.971 | 0.1 |